Record 1
10
Properties=species:S:1:pos:R:3:forces:R:3 method="wB97M-V/def2-TZVPD" e_above_lowest_kcal_mol=94.13 spin_multiplicity=1 total_energy_ev=-8095.232 orbital_gap_ev=10.0 homo_energy_ev=-9.70 fmax_ev_per_a=1.109
C 0.99067 -0.96192 0.22942 0.1 -0.1 0.1
N 0.33528 0.18759 -0.38845 0.0 0.1 0.1
C -1.55386 0.30096 -0.47364 -0.4 0.7 0.2
N -1.95906 1.36832 -0.14047 0.3 -0.8 -0.3
N -0.03708 2.28622 0.38208 0.6 -0.9 -0.2
N 0.55416 1.32703 0.14137 -0.6 0.8 0.2
H 0.65045 -1.11571 1.26061 0.1 0.0 -0.1
H 2.07760 -0.84775 0.21625 -0.1 0.0 0.0
H 0.73057 -1.83718 -0.36936 0.0 0.1 0.1
H -1.80144 -0.67318 -0.86322 0.0 0.1 0.1


Record 2
10
Properties=species:S:1:pos:R:3:forces:R:3 method="wB97M-V/def2-TZVPD" e_above_lowest_kcal_mol=104.97 spin_multiplicity=1 total_energy_ev=-8094.762 orbital_gap_ev="8.4 / 7.6" homo_energy_ev="-8.47 / -8.19" fmax_ev_per_a=0.882
C 0.11549 0.69436 -1.16873 0.1 0.3 -0.1
N 0.71078 -0.59948 -0.77921 -0.1 -0.1 0.1
N 1.02239 -0.79810 0.42120 -0.1 0.3 0.4
C 0.28469 -0.66487 1.49182 0.4 -0.2 -0.8
N -1.07321 -0.42692 1.20433 -0.7 0.2 0.2
N -1.66044 -0.55560 0.21826 0.2 -0.1 0.2
H -0.10507 1.36089 -0.32639 0.1 -0.1 -0.1
H -0.78633 0.55519 -1.77017 0.1 0.0 0.1
H 0.86861 1.17501 -1.80251 -0.1 -0.1 0.1
H 0.62308 -0.74048 2.51140 0.0 0.0 -0.2


Record 3
10
Properties=species:S:1:pos:R:3:forces:R:3 method="wB97M-V/def2-TZVPD" e_above_lowest_kcal_mol=122.35 spin_multiplicity=1 total_energy_ev=-8094.008 orbital_gap_ev=9.7 homo_energy_ev=-8.55 fmax_ev_per_a=0.553
N 0.81920 0.21780 1.85707 0.0 0.1 0.0
C 0.42871 0.49604 0.60788 -0.1 -0.3 0.1
N -0.01522 0.83104 -2.09725 -0.5 0.0 0.1
C -1.14113 0.36368 -1.84384 0.4 0.1 -0.3
N -0.16640 -0.58610 -1.49147 -0.3 -0.4 0.0
N 0.08065 -0.60032 -0.06839 0.3 0.3 0.1
H 0.71529 -0.69297 2.29807 0.2 0.1 0.0
H 1.10309 0.98257 2.44765 -0.1 -0.2 -0.1
H -2.21696 0.52880 -1.88706 0.4 0.0 0.1
H 0.39278 -1.54054 0.17736 -0.1 0.2 0.0


Record 4
10
Properties=species:S:1:pos:R:3:forces:R:3 method="wB97M-V/def2-TZVPD" e_above_lowest_kcal_mol=74.19 spin_multiplicity=1 total_energy_ev=-8096.097 orbital_gap_ev=9.7 homo_energy_ev=-9.24 smiles=Nn1cnnc1 fmax_ev_per_a=7.189
N -1.04526 -1.00769 1.27616 -1.6 -1.5 6.6
N -0.34131 -0.50561 0.32432 2.3 5.4 -4.1
C -0.75004 0.69937 -0.27500 -0.6 1.3 -0.3
N 0.19637 1.29418 -1.00261 -2.8 -1.7 2.0
N 1.18468 0.43808 -0.83440 5.1 1.1 -2.5
C 1.00968 -0.51467 -0.03687 0.4 -2.8 0.5
H -0.79483 -0.56541 2.31869 -0.6 -1.8 -3.5
H -0.88140 -2.00704 1.23420 -0.4 -0.1 0.9
H -1.67899 1.25307 -0.06230 0.3 -1.1 0.0
H 1.83607 -1.32157 0.03632 -2.0 1.2 0.4


Record 5
10
Properties=species:S:1:pos:R:3:forces:R:3 method="wB97M-V/def2-TZVPD" e_above_lowest_kcal_mol=58.29 spin_multiplicity=1 total_energy_ev=-8096.786 orbital_gap_ev=11.0 homo_energy_ev=-10.29 smiles=Cn1cnnn1 fmax_ev_per_a=2.372
C 0.51479 1.33128 -0.21320 -0.4 -0.1 -0.3
N -0.21204 0.03241 -0.20214 -0.4 -0.8 0.0
C 0.15330 -0.94287 0.59109 -0.1 -0.3 0.1
N -0.56790 -2.05499 0.51620 0.2 0.2 0.1
N -1.49831 -1.79594 -0.41297 -0.2 0.4 -0.4
N -1.50329 -0.69445 -0.95813 1.8 1.2 1.0
H -0.12485 2.15250 0.11949 -0.1 -0.2 -0.1
H 0.89691 1.56529 -1.20881 -0.2 -0.1 0.0
H 1.38576 1.30415 0.46905 -0.5 -0.3 -0.3
H 0.98391 -0.89808 1.28221 0.0 0.1 -0.1


Record 6
10
Properties=species:S:1:pos:R:3:forces:R:3 method="wB97M-V/def2-TZVPD" e_above_lowest_kcal_mol=38.58 spin_multiplicity=1 total_energy_ev=-8097.641 orbital_gap_ev=11.7 homo_energy_ev=-10.72 smiles=Cn1ncnn1 fmax_ev_per_a=1.533
C -1.60007 -0.05874 0.00343 0.1 0.0 0.0
N -0.16296 0.11298 -0.01847 0.2 -0.3 -0.3
N 0.68529 0.68713 0.81093 0.1 -0.3 -0.2
C 1.83982 0.26995 0.30255 0.2 0.1 0.2
N 1.69030 -0.52016 -0.77601 0.3 0.2 0.1
N 0.41657 -0.61088 -0.95860 0.3 0.0 -0.1
H -1.93376 -0.43994 0.97430 0.1 -0.1 -0.3
H -1.59496 -0.79824 -0.81761 -1.4 0.3 0.6
H -2.15169 0.85885 -0.22363 0.3 -0.2 -0.1
H 2.81145 0.49905 0.70311 -0.1 0.2 0.1


Record 7
11
Properties=species:S:1:pos:R:3:forces:R:3 method="wB97M-V/def2-TZVPD" e_above_lowest_kcal_mol=55.69 spin_multiplicity=1 total_energy_ev=-10144.720 orbital_gap_ev=10.0 homo_energy_ev=-9.66 smiles="Cn1[nH]nnc1=O" fmax_ev_per_a=1.602
C 1.18941 -0.70545 0.41821 0.5 0.6 1.2
N 0.02211 -0.07160 -0.13060 -0.5 0.1 -0.8
N 0.02717 1.16460 -0.76599 0.5 -0.6 -0.3
N -1.25202 1.55145 -0.86176 -0.3 0.7 -0.4
N -2.02711 0.81257 -0.22075 -0.3 -0.3 0.1
C -1.28326 -0.27653 0.31689 1.4 0.8 0.0
O -1.62261 -1.12342 1.08289 -0.6 -0.8 0.4
H 1.76365 0.01493 1.05103 -0.4 -0.4 -0.5
H 0.80715 -1.47295 1.10103 0.1 0.0 -0.3
H 1.87562 -1.14436 -0.31009 -0.4 0.1 -0.1
H 0.49991 1.25077 -1.68086 -0.2 -0.2 0.8


Record 8
11
Properties=species:S:1:pos:R:3:forces:R:3 method="wB97M-V/def2-TZVPD" e_above_lowest_kcal_mol=77.72 spin_multiplicity=1 total_energy_ev=-10143.765 orbital_gap_ev=11.0 homo_energy_ev=-10.47 smiles=Cc1nnnn1O fmax_ev_per_a=1.299
C -2.07052 -0.37533 -0.01343 -1.1 0.5 0.4
C -0.59365 -0.41472 0.02087 0.0 0.5 -0.2
N 0.16731 -1.48043 0.01231 -0.1 -0.7 -0.1
N 1.42554 -1.08036 -0.01693 1.1 0.7 0.2
N 1.51713 0.23077 -0.00842 -0.7 -1.0 -0.1
N 0.25495 0.62292 0.01740 -0.3 -0.3 0.0
O -0.10888 1.91997 -0.01120 0.6 1.1 0.1
H -2.48164 0.10893 0.90747 0.4 -0.4 -0.6
H -2.46503 -1.40000 -0.06984 0.3 0.4 0.1
H -2.49140 0.19654 -0.86639 0.5 -0.3 0.4
H 0.73964 2.42474 0.04315 -0.7 -0.5 0.0